37
Properties=species:S:1:pos:R:3:forces:R:3:lowdin_charge:R:1 method="wB97M-V/def2-TZVPD" max_force_ev_per_a=6.7 charge=+1 homo_ha="-0.4366 / -0.4368" lumo_ha="-0.2001 / -0.1997" total_energy_ha=-1640.17474 de_lowest_kcal_mol=76.3
Ir -1.019 1.012 -1.400 0.4 -3.7 5.6 0.934
N 3.464 0.374 -1.256 0.0 -0.1 -0.3 0.155
C 2.209 0.561 -1.650 0.5 0.0 -0.4 -0.092
N 1.207 0.670 -0.831 -1.3 1.0 -1.3 0.025
C 1.410 0.576 0.533 -1.3 0.0 0.2 -0.243
N 0.391 0.541 1.336 1.8 -0.2 1.5 0.089
N -0.815 0.608 0.843 -1.5 0.9 -3.6 -0.080
C -1.838 0.050 1.391 0.8 0.2 0.1 -0.009
C -3.104 0.065 0.705 -0.8 -0.2 -0.2 -0.237
C -4.283 -0.410 1.284 0.6 0.2 -0.2 0.029
C -5.451 -0.398 0.540 0.0 0.1 -0.3 -0.009
C -5.420 0.080 -0.762 0.2 -0.1 0.3 0.003
C -4.202 0.499 -1.286 -0.6 0.0 -0.3 -0.080
N -3.093 0.494 -0.571 1.4 1.1 -1.4 0.002
C 2.756 0.439 1.032 0.6 -0.2 -0.3 -0.072
C 3.059 0.359 2.396 0.1 0.0 -0.2 0.011
C 4.353 0.109 2.797 -0.1 0.1 0.0 -0.040
C 5.372 -0.037 1.856 -0.2 0.0 -0.2 -0.032
C 5.101 0.071 0.507 0.0 0.0 0.0 0.007
C 3.794 0.299 0.088 -0.3 0.0 0.9 -0.155
H 4.208 0.265 -1.937 -0.3 0.0 0.0 0.180
H 2.015 0.625 -2.713 0.1 0.0 0.0 0.157
H -1.733 -0.504 2.317 0.1 0.2 0.1 0.155
H -4.264 -0.785 2.294 0.0 0.0 0.1 0.128
H -6.372 -0.773 0.962 0.0 0.0 0.1 0.126
H -6.309 0.113 -1.370 0.0 0.0 -0.1 0.123
H -4.124 0.833 -2.311 0.0 0.0 0.0 0.128
H 2.263 0.486 3.112 -0.1 0.0 0.1 0.120
H 4.580 0.026 3.846 0.0 0.0 0.1 0.117
H 6.376 -0.255 2.185 0.1 0.0 0.0 0.121
H 5.891 -0.032 -0.220 0.1 0.0 -0.1 0.123
I -1.071 3.288 -2.541 -0.1 -0.1 0.4 0.199
F -0.026 -2.527 -2.865 0.7 -0.5 -0.4 0.214
B -1.069 -1.952 -2.259 -0.1 1.0 -0.1 -1.283
F -2.192 -2.666 -2.133 -0.7 -0.6 0.0 0.214
F -0.677 -1.434 -0.979 0.1 0.8 0.9 0.047
F -1.385 -0.672 -2.940 -0.2 0.1 -1.0 -0.075



104
Properties=species:S:1:pos:R:3:forces:R:3:lowdin_charge:R:1 method="wB97M-V/def2-TZVPD" max_force_ev_per_a=0.6 charge=+1 homo_ha="-0.3887 / -0.3885" lumo_ha="-0.0976 / -0.1824" s_squared=6.025 multiplicity=5 total_energy_ha=-5760.24991 de_lowest_kcal_mol=2.0
Os 0.515 -0.185 0.285 0.2 0.2 -0.2 1.700
C 2.255 -0.361 4.965 0.0 0.0 0.1 -0.165
Si 2.461 0.079 3.155 0.1 0.0 0.1 0.418
C 3.025 1.854 2.987 -0.1 0.1 0.0 -0.155
C 3.860 -0.980 2.505 0.0 0.0 -0.1 -0.155
C 0.741 -0.201 2.341 -0.3 -0.2 -0.5 -0.603
Si -0.424 1.280 2.800 0.0 0.0 0.1 0.418
C 0.037 2.632 1.554 -0.2 0.0 -0.2 -0.172
C -2.236 0.796 2.739 -0.1 0.0 -0.1 -0.171
C -0.231 1.974 4.526 0.2 -0.1 0.1 -0.172
Si 0.043 -1.904 2.800 -0.1 0.1 0.1 0.464
C 1.250 -3.320 2.682 0.1 0.0 0.1 -0.159
C -0.888 -1.960 4.419 0.0 0.1 0.1 -0.141
C -1.235 -2.263 1.429 0.0 0.1 -0.1 -0.293
C -2.067 -3.372 1.412 -0.1 0.1 0.0 -0.037
C -2.958 -3.549 0.364 0.0 0.0 0.0 -0.017
C -3.028 -2.593 -0.639 0.0 -0.1 0.1 -0.013
C -2.185 -1.506 -0.582 0.0 0.2 0.1 -0.122
N -1.307 -1.355 0.423 0.1 -0.2 -0.1 -0.113
H 3.172 -0.109 5.507 0.0 0.0 -0.1 0.051
H 2.083 -1.435 5.103 0.0 0.1 0.0 0.034
H 1.434 0.177 5.438 0.1 0.0 0.0 0.013
H 4.042 1.915 3.386 0.0 0.0 0.0 0.053
H 2.408 2.567 3.535 0.1 0.0 -0.1 0.021
H 3.065 2.173 1.943 0.0 0.0 0.1 0.019
H 4.378 -0.486 1.682 0.0 -0.1 0.1 0.028
H 3.550 -1.969 2.168 0.1 0.0 0.0 0.018
H 4.581 -1.114 3.318 0.0 0.0 0.0 0.053
H 0.798 2.326 0.822 0.0 0.1 0.0 -0.006
H 0.452 3.498 2.077 0.0 -0.1 0.0 0.050
H -0.833 2.952 0.971 0.1 0.0 0.0 -0.015
H -2.430 -0.157 2.251 -0.1 0.1 0.0 0.009
H -2.813 1.544 2.188 0.1 -0.1 0.1 -0.009
H -2.627 0.738 3.759 0.0 0.0 0.0 0.044
H 0.771 2.328 4.771 -0.1 0.0 0.0 0.022
H -0.529 1.242 5.282 0.0 0.1 0.0 0.035
H -0.917 2.824 4.605 0.0 0.0 0.0 0.051
H 2.057 -3.240 3.414 -0.1 0.0 0.0 0.037
H 1.699 -3.391 1.688 0.0 0.0 0.1 0.029
H 0.718 -4.257 2.877 0.0 0.0 0.0 0.046
H -0.442 -1.293 5.159 0.0 -0.1 0.0 0.027
H -0.865 -2.973 4.831 0.0 0.0 0.0 0.049
H -1.930 -1.665 4.281 0.0 0.0 0.0 0.038
H -2.013 -4.088 2.223 0.0 0.0 0.0 0.118
H -3.595 -4.424 0.330 0.0 0.0 0.0 0.122
H -3.717 -2.693 -1.466 0.0 0.0 0.0 0.122
H -2.227 -0.719 -1.324 0.1 0.0 0.0 0.076
N 7.431 -0.425 -2.290 -0.1 0.0 0.1 0.179
C 6.373 -0.372 -1.844 0.0 0.0 0.0 -0.166
C 5.045 -0.307 -1.287 0.0 0.0 0.0 -0.210
C 4.462 0.933 -1.029 0.1 0.0 0.0 -0.006
C 3.182 0.997 -0.507 0.0 0.0 0.1 -0.098
C 2.482 -0.176 -0.217 0.0 0.0 -0.2 -0.339
C 3.065 -1.413 -0.511 0.0 0.0 0.0 -0.120
C 4.340 -1.484 -1.034 0.1 0.0 0.0 -0.011
H 5.008 1.840 -1.251 0.0 0.0 0.0 0.130
H 2.736 1.969 -0.338 0.0 0.0 0.0 0.099
H 2.517 -2.334 -0.345 0.0 0.0 0.0 0.103
H 4.795 -2.440 -1.258 0.0 0.0 0.0 0.131
C -5.785 6.830 -1.768 0.1 -0.1 0.0 -0.103
C -5.229 5.780 -2.731 -0.1 0.1 0.1 -0.256
C -6.237 4.683 -3.067 0.1 0.0 0.1 -0.190
C -6.460 3.652 -1.957 0.2 0.0 0.0 -0.174
N -5.275 2.846 -1.655 0.0 0.2 -0.1 -0.001
C -4.338 3.021 -0.703 0.0 0.0 -0.1 -0.813
S -2.994 1.984 -0.659 -0.1 0.0 -0.1 0.656
N -4.499 4.042 0.150 0.0 -0.1 0.2 0.021
C -3.774 4.222 1.403 0.0 0.1 -0.1 -0.199
C -3.485 5.698 1.686 0.1 -0.1 -0.1 -0.182
C -2.117 6.148 1.171 -0.1 0.0 -0.1 -0.249
C -1.931 5.944 -0.332 0.0 0.0 0.1 -0.094
H -5.028 7.575 -1.519 0.0 0.0 0.0 0.071
H -6.138 6.396 -0.828 0.0 0.0 0.0 0.054
H -6.633 7.353 -2.215 0.0 0.0 0.0 0.079
H -4.317 5.334 -2.326 0.0 0.0 0.0 0.086
H -4.938 6.280 -3.657 0.0 0.0 0.0 0.111
H -5.911 4.146 -3.961 0.0 0.0 0.0 0.113
H -7.203 5.142 -3.302 0.0 -0.1 0.0 0.117
H -7.234 2.954 -2.273 -0.1 0.0 0.1 0.121
H -6.830 4.126 -1.047 0.0 0.0 0.0 0.111
H -5.039 2.126 -2.317 0.0 0.0 0.0 0.112
H -5.304 4.632 0.029 -0.1 0.0 0.0 0.103
H -2.842 3.666 1.318 -0.1 0.0 0.0 0.045
H -4.352 3.776 2.217 0.0 0.0 0.0 0.123
H -3.542 5.866 2.763 0.0 0.0 0.0 0.111
H -4.266 6.318 1.231 0.0 0.0 0.1 0.107
H -1.338 5.599 1.712 0.0 0.0 0.0 0.095
H -1.984 7.205 1.412 0.0 0.0 0.0 0.108
H -1.984 4.887 -0.608 0.0 0.0 0.0 0.046
H -0.960 6.321 -0.656 0.0 0.0 0.0 0.076
H -2.701 6.478 -0.893 0.0 0.0 0.0 0.061
Br 0.817 -2.016 -7.281 0.0 0.0 0.0 0.778
C 0.451 -0.652 -6.034 0.0 -0.1 -0.1 -0.665
C 0.199 0.643 -6.469 0.0 0.1 0.1 -0.159
N -0.086 1.641 -5.634 0.0 -0.1 0.0 0.091
C -0.097 1.384 -4.331 -0.1 0.0 -0.1 -0.061
C 0.171 0.121 -3.813 0.1 0.1 0.0 -0.113
C 0.442 -0.925 -4.684 0.0 -0.1 0.1 -0.040
C 0.230 -0.096 -2.354 0.0 0.0 -0.2 -0.600
O 0.120 0.909 -1.565 -0.1 0.0 0.5 -0.146
O 0.406 -1.236 -1.865 0.0 -0.1 0.2 -0.051
H 0.232 0.884 -7.526 0.0 0.0 0.0 0.111
H -0.337 2.205 -3.665 0.0 0.0 0.0 0.125
H 0.644 -1.919 -4.305 0.0 0.0 0.0 0.121